[1]
Entry from the Open Molecules 2025 dataset: a cluster of 2 separate species, C8H15ClN3 in total at a distorted geometry (ωB97M-V/def2-TZVPD).

Last column: Mulliken charge in e.
Geometry (Å):
C (-2.63254, -2.08618, 0.34898)  -0.6256
C (2.29267, 1.28010, 1.89508)  -0.2826
C (-2.25387, -1.00535, 0.95710)  -0.0109
C (-0.47104, 0.38511, -1.15520)  -0.6317
C (-0.04302, -0.48115, 1.22668)  -0.8341
C (0.96284, -0.13241, -1.00721)  0.3305
C (0.01782, 1.07181, 1.22921)  -0.0223
C (1.55843, -0.87147, -2.21024)  -1.4723
N (1.38365, 1.57517, 1.05042)  -0.4800
N (0.65424, -0.98420, 0.18152)  -0.0880
N (-0.79754, 1.35721, -0.02298)  -0.2096
Cl (-3.24300, 0.06453, 1.96062)  -0.1718
H (-3.62273, -2.50007, 0.39931)  0.3387
H (-1.90081, -2.77398, -0.12669)  0.1901
H (3.23725, 1.51951, 1.54166)  0.3255
H (2.12419, 0.73373, 2.82601)  0.2898
H (-0.46145, 1.00156, -2.03995)  0.4702
H (-1.23093, -0.52063, -1.08371)  0.1330
H (-0.38861, -1.08681, 2.04632)  0.6649
H (1.62979, 0.74782, -0.65389)  0.3319
H (-0.59030, 1.50157, 2.02242)  0.5305
H (1.90787, -0.16823, -2.97782)  0.3940
H (0.83346, -1.51702, -2.80527)  0.3433
H (2.41017, -1.53929, -1.90976)  0.3844
H (0.84678, -1.96583, 0.07385)  0.3426
H (-0.51707, 2.34706, -0.15407)  0.4024
H (-1.86193, 1.36474, 0.23084)  0.3573

The calculation puts the largest force on an atom at 3.253 eV/Å. As for the total energy: -937.8632 Eh. As for the energy above the lowest of the compared OMol25 structures with the same formula, charge and spin: 112.2 kcal/mol. The multiplicity is 1. As for the charge: +1. For the gap between HOMO and LUMO (alpha / beta), the calculation gives 8.28 / 8.28 eV. The molar mass is 188.7 g mol⁻¹. As for the HOMO energy (alpha / beta): -11.49 / -11.49 eV.

---

[2]
Entry from the Open Molecules 2025 dataset: a structure of composition C45H45BBrF4N5SSbSm at a distorted geometry (ωB97M-V/def2-TZVPD).

Last column: Mulliken charge in e.
Geometry (Å):
Sm (1.98085, -2.10581, 23.28954)  0.4255
Br (-0.26108, -0.29871, 21.90456)  -0.0692
C (0.80985, 1.21060, 21.76592)  0.3832
C (0.50382, 2.12766, 20.76711)  -0.4820
C (0.99149, 3.37454, 20.77940)  -0.8328
C (1.84935, 3.75875, 21.86181)  -0.5224
C (2.05072, 2.85403, 22.88688)  0.0406
C (2.66146, 3.27074, 24.14037)  -1.0835
C (3.17900, 2.36067, 24.99637)  -1.0709
C (2.97841, 0.99565, 24.69644)  -0.4865
C (2.26265, 0.49587, 23.62901)  1.0728
C (1.69133, 1.46271, 22.77136)  0.4313
H (-0.04205, 1.77710, 19.90540)  0.4440
H (0.85136, 4.02571, 19.90309)  0.3450
H (2.38665, 4.69100, 21.88965)  0.4699
H (2.74281, 4.29659, 24.29283)  0.5611
H (3.71801, 2.60925, 25.91387)  0.4797
H (3.44437, 0.36084, 25.42860)  0.4757
N (2.84684, -5.27631, 18.93247)  0.2355
C (3.49466, -6.30852, 18.27613)  0.3114
C (2.75980, -7.15987, 17.39884)  -0.5323
C (3.37493, -8.18660, 16.71178)  -0.6427
C (4.75866, -8.35569, 16.90995)  -0.5350
C (5.47713, -7.55331, 17.79887)  -0.7831
C (4.84308, -6.50089, 18.45932)  0.8273
S (5.83449, -5.53388, 19.47298)  -0.2024
N (4.84182, -4.30370, 19.90897)  -0.3060
C (3.58783, -4.28979, 19.58869)  0.1510
C (2.69936, -3.13435, 19.91890)  0.5617
C (1.90191, -2.63990, 18.86816)  -0.5313
C (1.84305, -1.22614, 18.72354)  -0.8366
C (2.55981, -0.45310, 19.62235)  -0.6606
C (3.11841, -1.01458, 20.74683)  -0.6811
N (2.96249, -2.33065, 21.07075)  0.2945
H (1.95416, -4.97065, 18.63802)  -0.0094
H (1.70653, -6.93878, 17.29262)  0.3706
H (2.72541, -8.87681, 16.14549)  0.3512
H (5.20596, -9.18701, 16.40854)  0.3777
H (6.56946, -7.65133, 17.78742)  0.3415
H (1.47376, -3.37872, 18.16175)  0.4051
H (1.34023, -0.76555, 17.86797)  0.4435
H (2.41772, 0.60526, 19.53233)  0.7167
H (3.65573, -0.33998, 21.44722)  0.7568
C (2.99814, -7.44523, 24.14061)  -0.2566
C (1.95301, -6.84785, 24.82431)  -0.7887
C (1.83406, -5.49217, 24.81261)  -0.3839
N (2.53275, -4.68049, 23.98045)  0.6700
C (3.59276, -5.23723, 23.31624)  -0.3187
C (3.83655, -6.61465, 23.40908)  -0.9990
H (3.05224, -8.54180, 24.17105)  0.3820
H (1.17740, -7.42873, 25.29913)  0.4437
H (1.13408, -4.97012, 25.44822)  0.4102
H (4.12898, -4.56337, 22.65386)  0.6759
H (4.76904, -6.98612, 22.91307)  0.3637
F (4.01657, -3.50506, 26.05136)  -0.3661
B (3.84805, -2.19319, 25.68607)  0.0087
F (2.38252, -1.98047, 25.62278)  -0.1667
F (4.44885, -1.24380, 26.46656)  -0.3148
F (4.24510, -1.97108, 24.32732)  -0.2575
C (7.66813, 1.67075, 24.48196)  -0.9706
C (7.98858, 2.05190, 23.03046)  -0.6952
Sb (6.90905, 0.83910, 21.52720)  0.4857
C (6.46469, 2.43303, 20.06821)  -0.9430
C (7.68984, 3.36900, 19.91292)  -0.9573
C (8.59348, -0.15863, 20.44863)  -0.8552
C (8.46330, -1.66797, 20.70909)  -1.0922
H (8.18753, 2.30125, 25.17988)  0.4091
H (7.88232, 0.60583, 24.72601)  0.2913
H (6.57310, 1.84348, 24.74402)  0.1348
H (9.08332, 1.98326, 22.85273)  0.3890
H (7.60500, 3.07787, 22.76083)  0.2684
H (5.59873, 2.93054, 20.56765)  0.3600
H (6.15068, 1.95985, 19.15268)  0.4702
H (7.58124, 4.20361, 20.61374)  0.3363
H (7.70072, 3.70148, 18.88724)  0.3511
H (8.61658, 2.80392, 20.03143)  0.2416
H (9.51117, 0.20567, 20.83538)  0.4497
H (8.46439, 0.11915, 19.38691)  0.4092
H (8.40150, -1.84656, 21.79106)  0.3040
H (9.31540, -2.27493, 20.36689)  0.3527
H (7.57613, -2.12152, 20.23257)  0.2577
C (-2.34945, -2.19860, 27.53740)  -0.5028
C (-1.52931, -1.17510, 26.99285)  -0.7220
C (-0.79391, -1.41266, 25.84872)  -0.3439
C (-0.82165, -2.62585, 25.19432)  -0.0817
C (-1.58517, -3.72246, 25.74100)  -0.1110
C (-2.28479, -3.49560, 26.92874)  -0.7052
N (-0.15115, -2.82603, 23.97441)  1.1411
C (-0.74342, -3.24969, 22.81849)  -0.7266
C (-2.03934, -2.78223, 22.42313)  -0.0595
C (-2.69511, -3.36999, 21.35177)  -0.9920
C (-1.99981, -4.37069, 20.55734)  -0.6231
C (-0.70466, -4.73367, 20.81274)  -0.6725
C (-0.10403, -4.21675, 21.98087)  0.9635
H (-3.05277, -1.95494, 28.32210)  0.3883
H (-1.57989, -0.18105, 27.49115)  0.3577
H (-0.28527, -0.56646, 25.45315)  0.3601
H (-1.70665, -4.65276, 25.15963)  0.4197
H (-2.97782, -4.27158, 27.33152)  0.2909
H (-2.64733, -2.11946, 23.02280)  0.5770
H (-3.71315, -3.16054, 21.01096)  0.4099
H (-2.57322, -4.86523, 19.74374)  0.3396
H (-0.16140, -5.40294, 20.12928)  0.4957
H (0.77271, -4.77450, 22.43217)  -0.3081

The calculation puts the largest force on an atom at 4.297 eV/Å. As for the total energy: -6310.3947 Eh. As for the energy above the lowest of the compared OMol25 structures with the same formula, charge and spin: 26.7 kcal/mol. The multiplicity is 6. For the gap between HOMO and LUMO (alpha / beta), the calculation gives 5.53 / 5.57 eV. The molar mass is 1126.8 g mol⁻¹. As for the HOMO energy (alpha / beta): -7.13 / -7.16 eV.

---

What is the multiplicity in the first record? 1

---

Please write out number 1 again, unchanged.
Entry from the Open Molecules 2025 dataset: a cluster of 2 separate species, C8H15ClN3 in total at a distorted geometry (ωB97M-V/def2-TZVPD).

Last column: Mulliken charge in e.
Geometry (Å):
C (-2.63254, -2.08618, 0.34898)  -0.6256
C (2.29267, 1.28010, 1.89508)  -0.2826
C (-2.25387, -1.00535, 0.95710)  -0.0109
C (-0.47104, 0.38511, -1.15520)  -0.6317
C (-0.04302, -0.48115, 1.22668)  -0.8341
C (0.96284, -0.13241, -1.00721)  0.3305
C (0.01782, 1.07181, 1.22921)  -0.0223
C (1.55843, -0.87147, -2.21024)  -1.4723
N (1.38365, 1.57517, 1.05042)  -0.4800
N (0.65424, -0.98420, 0.18152)  -0.0880
N (-0.79754, 1.35721, -0.02298)  -0.2096
Cl (-3.24300, 0.06453, 1.96062)  -0.1718
H (-3.62273, -2.50007, 0.39931)  0.3387
H (-1.90081, -2.77398, -0.12669)  0.1901
H (3.23725, 1.51951, 1.54166)  0.3255
H (2.12419, 0.73373, 2.82601)  0.2898
H (-0.46145, 1.00156, -2.03995)  0.4702
H (-1.23093, -0.52063, -1.08371)  0.1330
H (-0.38861, -1.08681, 2.04632)  0.6649
H (1.62979, 0.74782, -0.65389)  0.3319
H (-0.59030, 1.50157, 2.02242)  0.5305
H (1.90787, -0.16823, -2.97782)  0.3940
H (0.83346, -1.51702, -2.80527)  0.3433
H (2.41017, -1.53929, -1.90976)  0.3844
H (0.84678, -1.96583, 0.07385)  0.3426
H (-0.51707, 2.34706, -0.15407)  0.4024
H (-1.86193, 1.36474, 0.23084)  0.3573

The calculation puts the largest force on an atom at 3.253 eV/Å. As for the total energy: -937.8632 Eh. As for the energy above the lowest of the compared OMol25 structures with the same formula, charge and spin: 112.2 kcal/mol. The multiplicity is 1. As for the charge: +1. For the gap between HOMO and LUMO (alpha / beta), the calculation gives 8.28 / 8.28 eV. The molar mass is 188.7 g mol⁻¹. As for the HOMO energy (alpha / beta): -11.49 / -11.49 eV.